{
  "formula": "C4H9NOS",
  "method": "ωB97M-V with the def2-TZVPD basis set",
  "elements": ["C", "C", "C", "C", "N", "O", "S", "H", "H", "H", "H", "H", "H", "H", "H", "H"],
  "coordinates": [[0.7621, 2.0305, -0.0197], [0.4115, -1.9962, 0.0887], [0.9943, 0.5417, -0.3306], [0.1337, -0.5347, 0.4410], [-1.5710, 0.1880, -0.1013], [-3.9603, 0.0081, -0.3558], [-2.8076, -0.6176, 0.2927], [-0.3190, 2.2382, 0.1377], [0.8766, 2.6451, -0.9385], [1.4773, 2.4118, 0.8329], [0.5657, -2.1766, -1.0832], [1.3360, -2.2111, 0.5631], [-0.5262, -2.5959, 0.4838], [1.9768, 0.0936, -0.1562], [0.6917, 0.4378, -1.3715], [-0.0416, -0.4628, 1.5167]],
  "forces_ev_per_a": [[0.8, 0.7, 0.9], [-3.0, 0.2, -2.4], [-1.4, -1.2, 1.0], [-2.6, 2.1, -1.5], [2.3, -2.5, 1.2], [-0.3, -0.8, 0.7], [0.6, 1.7, -1.4], [0.8, -0.4, 0.7], [0.8, -0.4, 0.5], [-1.7, -0.5, -1.6], [-0.5, 0.4, 2.6], [0.7, -0.7, 0.7], [2.3, 0.7, -0.8], [0.5, 0.8, -0.4], [0.3, -0.5, -0.1], [0.5, 0.5, -0.2]],
  "homo_ev": -10.04,
  "relative_energy_kcal_mol": 90.1,
  "e_tot_ev": -18663.6211,
  "orbital_gap_ha": 0.3654
}

---

{
  "formula": "C61H94ClN15O3",
  "method": "ωB97M-V with the def2-TZVPD basis set",
  "elements": ["C", "C", "C", "C", "C", "C", "C", "C", "C", "C", "C", "N", "C", "C", "C", "C", "O", "C", "C", "C", "C", "C", "Cl", "C", "O", "C", "C", "C", "C", "C", "C", "C", "C", "C", "C", "C", "C", "O", "H", "H", "H", "H", "H", "H", "H", "H", "H", "H", "H", "H", "H", "H", "H", "H", "H", "H", "H", "H", "H", "H", "H", "H", "H", "H", "H", "H", "H", "H", "H", "H", "H", "H", "H", "H", "H", "H", "H", "H", "H", "H", "H", "H", "H", "H", "H", "H", "H", "H", "H", "H", "C", "C", "N", "H", "H", "H", "C", "C", "N", "H", "H", "H", "C", "C", "N", "H", "H", "H", "C", "C", "N", "H", "H", "H", "C", "C", "N", "H", "H", "H", "C", "C", "N", "H", "H", "H", "C", "C", "N", "H", "H", "H", "C", "C", "N", "H", "H", "H", "C", "C", "N", "H", "H", "H", "C", "C", "N", "H", "H", "H", "C", "C", "N", "H", "H", "H", "C", "C", "N", "H", "H", "H", "C", "C", "N", "H", "H", "H", "C", "C", "N", "H", "H", "H"],
  "coordinates": [[1.5578, -5.9031, 3.6333], [1.1416, -6.6900, 2.3820], [1.7086, -6.0933, 1.0962], [1.2111, -4.6629, 0.7746], [-0.2908, -4.4533, 0.9388], [-1.0013, -4.9196, -0.3412], [-0.8164, -3.8634, -1.4523], [-2.0786, -3.1406, -1.9426], [-3.2036, -2.8754, -0.9432], [-2.9102, -2.1019, 0.3205], [-3.6123, -2.3395, 1.4390], [-4.6433, -3.2768, 1.5677], [-4.2804, -4.5592, 2.1876], [-5.3125, -5.6409, 1.9065], [-6.7554, -5.1789, 2.1634], [-3.3196, -1.5665, 2.6773], [-3.4936, -2.0683, 3.7559], [-2.8467, -0.1729, 2.4819], [-3.1523, 0.8120, 3.4307], [-3.9705, 0.5918, 4.6766], [-3.2384, 0.0104, 5.9149], [-3.7321, 0.6787, 7.2053], [-1.4661, 0.2164, 5.7598], [-2.6540, 2.0976, 3.1818], [-2.9232, 3.0863, 4.1149], [-1.8851, 2.4080, 2.0431], [-1.3639, 3.8305, 1.9485], [0.1313, 3.8589, 2.3470], [0.4700, 3.0153, 3.5928], [0.5822, 5.2993, 2.5968], [-1.6247, 1.4152, 1.0767], [-0.8585, 1.7775, -0.1829], [-1.7315, 1.9524, -1.4753], [-1.6214, 0.7805, -2.4563], [-3.1781, 2.3159, -1.1509], [-2.1110, 0.1073, 1.3170], [-1.8882, -1.0310, 0.3648], [-0.9069, -1.0711, -0.3310], [0.6951, -5.4606, 4.1279], [2.2638, -5.1094, 3.4058], [2.0091, -6.5803, 4.3546], [1.4949, -7.7176, 2.4435], [0.0580, -6.7504, 2.3077], [2.7921, -6.0404, 1.2234], [1.5534, -6.7539, 0.2435], [1.5132, -4.4413, -0.2489], [1.7764, -3.9642, 1.3926], [-0.4571, -3.3815, 1.0514], [-0.6684, -4.9128, 1.8486], [-2.0405, -5.2061, -0.1894], [-0.4846, -5.8278, -0.6538], [-0.4142, -4.3811, -2.3245], [-0.0417, -3.1663, -1.1572], [-1.7569, -2.2148, -2.4098], [-2.4956, -3.7529, -2.7432], [-3.6950, -3.8174, -0.7161], [-3.9434, -2.2808, -1.4903], [-5.1432, -3.4005, 0.6987], [-3.2712, -4.8845, 1.9245], [-4.2708, -4.4044, 3.2660], [-5.0911, -6.4407, 2.6072], [-5.1819, -6.0443, 0.9034], [-6.8068, -4.1514, 2.5121], [-7.3458, -5.2534, 1.2526], [-7.2533, -5.7937, 2.9091], [-4.7677, -0.1063, 4.4249], [-4.4624, 1.5186, 4.9435], [-3.4834, -1.0371, 5.9884], [-3.0067, 1.3946, 7.5851], [-3.9102, -0.0647, 7.9770], [-4.6654, 1.2135, 7.0542], [-2.4183, 2.8827, 4.9109], [-1.3994, 4.1878, 0.9234], [-1.9272, 4.4550, 2.6292], [0.7371, 3.4522, 1.5392], [0.8063, 2.0100, 3.3545], [-0.3407, 2.9936, 4.3120], [1.3021, 3.5111, 4.0956], [0.1644, 5.9534, 1.8304], [1.6659, 5.3935, 2.5709], [0.2627, 5.6291, 3.5844], [-0.3440, 2.7176, -0.0211], [-0.0842, 1.0539, -0.3940], [-1.3129, 2.8219, -1.9813], [-0.7186, 0.2078, -2.2724], [-2.4580, 0.0879, -2.3738], [-1.5692, 1.1332, -3.4850], [-3.7087, 1.4614, -0.7327], [-3.1923, 3.0984, -0.3924], [-3.6879, 2.7112, -2.0257], [-7.3278, -9.3461, 3.9779], [-5.9933, -9.2127, 3.4143], [-4.9419, -9.1072, 2.9676], [-7.3087, -9.9736, 4.8671], [-7.7265, -8.3721, 4.2568], [-8.0063, -9.7977, 3.2564], [-3.6657, 2.8687, 11.1179], [-4.7756, 2.4311, 10.2858], [-5.6494, 2.0859, 9.6277], [-3.2526, 3.8050, 10.7465], [-3.9927, 3.0245, 12.1444], [-2.8719, 2.1236, 11.1223], [-0.2391, -1.6004, -5.1492], [-1.5544, -1.0639, -5.4726], [-2.5933, -0.6368, -5.7072], [-0.1927, -1.9156, -4.1079], [-0.0083, -2.4627, -5.7717], [0.5329, -0.8499, -5.3086], [-2.0566, 7.5987, 0.0225], [-1.6210, 6.5437, -0.8774], [-1.2669, 5.6923, -1.5601], [-2.4419, 7.1731, 0.9480], [-1.2276, 8.2600, 0.2687], [-2.8449, 8.1941, -0.4350], [4.2610, -3.7931, -2.0274], [3.2342, -3.5508, -3.0295], [2.4254, -3.3593, -3.8223], [5.1940, -3.2977, -2.2949], [3.9578, -3.4283, -1.0463], [4.4595, -4.8601, -1.9138], [-5.8110, 0.8268, -5.6023], [-7.2207, 1.1203, -5.3925], [-8.3330, 1.3488, -5.2269], [-5.6490, -0.2396, -5.7448], [-5.4307, 1.3417, -6.4824], [-5.2147, 1.1403, -4.7473], [0.5595, 5.5094, -4.4993], [1.0063, 6.5740, -5.3828], [1.3591, 7.4195, -6.0743], [0.1124, 5.9100, -3.5916], [-0.1859, 4.8827, -4.9866], [1.3922, 4.8710, -4.2078], [-1.0946, 9.6346, -7.6024], [-2.5273, 9.8850, -7.6272], [-3.6579, 10.0822, -7.6468], [-0.8751, 8.6304, -7.2449], [-0.6575, 9.7318, -8.5949], [-0.5876, 10.3380, -6.9442], [3.8373, 7.7181, -9.2134], [2.5539, 8.3322, -9.5116], [1.5357, 8.8041, -9.7470], [3.8602, 7.3318, -8.1980], [4.0366, 6.8915, -9.8949], [4.6482, 8.4370, -9.3109], [3.7577, 3.2845, 6.2086], [4.0904, 4.4065, 5.3451], [4.3455, 5.2907, 4.6601], [3.3329, 3.6279, 7.1504], [3.0256, 2.6315, 5.7351], [4.6394, 2.6894, 6.4402], [7.8738, -6.9020, -1.4422], [6.4753, -6.6642, -1.1369], [5.3747, -6.4502, -0.8936], [8.0428, -7.9346, -1.7453], [8.2044, -6.2486, -2.2458], [8.4950, -6.7029, -0.5709], [10.1245, -3.0789, -0.0838], [8.9725, -3.4449, -0.8954], [8.0643, -3.7335, -1.5351], [10.5110, -2.1070, -0.3760], [9.8588, -3.0326, 0.9702], [10.9282, -3.8027, -0.1931], [13.2427, 0.0708, 0.5353], [12.9881, -1.3157, 0.8939], [12.7872, -2.4086, 1.1800], [14.0916, 0.1422, -0.1423], [12.3755, 0.5079, 0.0425], [13.4635, 0.6619, 1.4223], [6.6874, 4.8727, -9.2394], [6.4492, 5.9352, -8.2744], [6.2626, 6.7726, -7.5131], [7.6537, 4.4036, -9.0633], [5.9180, 4.1059, -9.1650], [6.6805, 5.2656, -10.2549]],
  "forces_ev_per_a": [[-0.3, -0.4, 0.1], [0.1, 0.1, -0.4], [0.1, 0.4, 0.1], [0.4, -0.5, 0.5], [0.0, 0.5, -0.4], [0.5, 0.1, 0.1], [-0.2, -0.8, -0.3], [0.5, -0.2, 0.1], [0.3, 0.5, -0.4], [-0.4, -0.3, -0.1], [0.0, 0.0, 0.0], [0.1, -0.1, -0.3], [-0.4, 0.1, 0.7], [0.1, 0.2, 0.4], [-0.1, -0.1, -0.3], [0.2, 0.1, -0.7], [-0.2, -0.2, 1.0], [0.0, 0.4, 0.0], [0.4, 0.2, -0.3], [0.0, -0.6, -0.4], [-1.0, 0.8, 0.1], [0.2, -0.1, 0.0], [0.2, -0.2, 0.1], [0.2, -0.6, -0.3], [0.2, 0.1, -0.3], [-0.7, 0.1, 0.2], [1.0, -1.1, -0.1], [0.2, 0.1, 0.7], [0.4, 0.5, -0.1], [-0.1, -0.1, -0.3], [0.1, -0.5, 0.3], [-0.4, 0.2, -0.2], [0.2, 0.1, 0.2], [0.1, 0.1, 0.0], [0.4, 0.1, 0.2], [-0.3, 0.7, 0.5], [-0.4, 0.4, 0.4], [0.7, -0.2, -0.5], [0.0, 0.2, 0.0], [0.1, 0.1, 0.0], [0.2, 0.1, 0.1], [0.0, -0.1, 0.1], [-0.1, -0.1, 0.1], [0.1, 0.0, -0.1], [-0.2, -0.1, 0.0], [-0.1, 0.1, -0.1], [-0.1, 0.1, 0.2], [-0.2, 0.1, 0.1], [0.0, -0.2, 0.0], [-0.1, 0.2, 0.1], [-0.2, -0.2, -0.1], [0.1, 0.1, -0.1], [-0.1, 0.3, 0.1], [-0.1, 0.2, 0.0], [-0.3, 0.0, 0.0], [0.0, -0.1, 0.3], [-0.2, 0.0, 0.0], [0.2, -0.2, -0.1], [0.0, 0.0, -0.3], [0.1, 0.1, 0.1], [0.2, -0.3, -0.2], [-0.1, 0.0, -0.1], [0.1, 0.1, 0.0], [-0.1, 0.1, 0.0], [0.0, -0.1, 0.1], [-0.1, -0.1, 0.1], [0.1, 0.3, 0.0], [0.6, -0.3, -0.3], [0.0, 0.1, 0.0], [0.1, 0.0, 0.2], [-0.1, 0.0, -0.1], [-0.1, -0.1, 0.1], [-0.4, 0.2, -0.1], [-0.1, 0.2, -0.1], [-0.1, 0.0, -0.2], [-0.3, -0.2, 0.0], [-0.2, -0.2, 0.1], [0.1, -0.1, 0.1], [0.0, 0.2, 0.0], [0.1, 0.0, 0.0], [-0.2, 0.1, 0.0], [-0.1, 0.1, 0.1], [0.1, -0.2, 0.1], [0.1, 0.1, 0.0], [0.1, -0.1, 0.0], [-0.1, -0.1, 0.0], [-0.3, 0.1, -0.1], [-0.2, -0.1, -0.1], [-0.1, 0.1, 0.0], [-0.2, -0.2, -0.1], [-0.3, 0.0, 0.1], [0.0, 0.0, 0.0], [0.0, 0.0, 0.0], [0.1, 0.0, 0.0], [0.1, 0.0, 0.0], [0.1, 0.0, -0.1], [0.2, 0.1, 0.2], [0.0, 0.0, 0.0], [0.0, 0.0, 0.0], [-0.1, 0.0, -0.1], [-0.1, 0.0, 0.0], [0.0, -0.1, -0.1], [0.2, -0.1, 0.0], [0.0, 0.0, 0.1], [-0.1, 0.0, 0.0], [-0.1, 0.0, 0.0], [0.0, 0.0, 0.0], [0.0, 0.0, 0.0], [-0.1, 0.2, 0.2], [0.0, -0.1, 0.1], [0.0, 0.0, 0.0], [0.0, -0.1, 0.0], [0.1, -0.1, -0.1], [0.0, -0.1, -0.1], [0.2, -0.1, 0.2], [-0.1, 0.1, 0.0], [0.0, 0.0, 0.0], [0.0, 0.0, -0.1], [-0.2, 0.1, -0.1], [-0.1, 0.2, -0.2], [0.3, -0.1, 0.0], [0.0, 0.0, 0.0], [0.0, 0.0, 0.0], [-0.1, 0.0, 0.0], [-0.1, 0.0, 0.0], [-0.1, 0.0, 0.0], [-0.1, -0.3, 0.2], [0.0, 0.0, 0.0], [0.0, 0.0, 0.0], [0.0, 0.1, 0.0], [0.0, 0.1, -0.1], [0.1, 0.1, -0.1], [0.3, 0.0, 0.0], [0.0, 0.0, 0.0], [0.0, 0.0, 0.0], [-0.1, 0.0, 0.0], [-0.1, 0.0, 0.0], [-0.1, 0.0, 0.0], [0.2, -0.1, 0.0], [-0.1, 0.0, 0.0], [0.0, 0.1, 0.0], [-0.2, 0.1, 0.1], [-0.1, 0.0, -0.1], [-0.1, 0.1, 0.0], [-0.1, -0.3, 0.3], [0.0, 0.0, 0.0], [0.0, 0.0, 0.0], [0.0, 0.1, 0.0], [0.0, 0.1, -0.1], [0.1, 0.1, -0.1], [0.4, -0.2, -0.1], [0.0, 0.1, 0.0], [0.1, -0.3, 0.1], [-0.2, 0.0, 0.0], [-0.1, 0.1, 0.0], [-0.1, 0.0, 0.1], [0.1, 0.0, 0.1], [0.0, 0.0, 0.0], [0.0, 0.0, 0.0], [-0.1, 0.0, -0.1], [-0.1, 0.0, 0.0], [0.0, 0.0, 0.0], [0.1, 0.3, -0.1], [0.1, 0.0, 0.1], [0.0, 0.1, 0.0], [0.0, -0.1, 0.0], [0.0, -0.1, 0.0], [0.0, -0.1, 0.1], [0.0, -0.2, -0.2], [0.1, 0.0, 0.0], [0.1, 0.0, 0.0], [0.0, 0.1, 0.1], [0.0, 0.0, 0.1], [0.0, 0.1, 0.0]],
  "homo_ev": -8.47,
  "e_tot_ev": -105794.3897,
  "orbital_gap_ha": 0.2994
}